[1]
# C9H10O3S

A 2-piece molecular cluster, C9H10O3S overall in a non-equilibrium geometry (wB97M-V/def2-TZVPD, the OMol25 dataset).

```
23
Properties=species:S:1:pos:R:3:forces:R:3:nbo_charge:R:1
C 3.64766 -0.75285 0.22014 -0.490 -0.682 -1.494 -0.1981
C 2.91872 -1.00173 -0.97342 0.247 0.529 -0.344 -0.2109
C 3.31763 0.22634 1.10779 -1.920 1.025 -0.207 -0.2238
C 1.78199 -0.17944 -1.24390 -0.263 -0.456 -0.043 -0.1983
C 2.21025 1.04758 0.83914 -0.270 0.267 -1.008 -0.1715
C 1.39209 0.82409 -0.34323 2.911 -0.714 1.886 -0.3045
C -3.63877 -1.26947 1.17187 -0.551 -1.128 0.723 -0.3033
C -3.28171 -0.79093 -0.03536 -0.054 -0.170 2.159 -0.3084
C -3.17192 0.68874 -0.04471 -0.218 -2.593 -1.963 0.4530
O -0.79138 0.41364 0.68108 -0.672 -0.293 0.022 -0.9582
O -0.54502 1.08775 -1.80814 -0.939 0.079 -0.511 -0.9118
O -3.02399 1.29602 -1.07603 -0.222 1.225 -0.118 -0.6191
S -0.26297 1.41533 -0.24763 0.838 0.841 -0.040 1.5252
H 4.52539 -1.25976 0.54048 0.536 -1.072 -0.504 0.2129
H 3.28024 -1.78499 -1.72219 -0.721 1.211 1.237 0.2282
H 3.84562 0.24068 2.04677 0.160 0.593 0.066 0.2187
H 1.07669 -0.29990 -2.10545 1.183 -0.308 0.734 0.2492
H 2.06214 1.92139 1.49444 -0.494 -0.647 -0.247 0.2192
H -3.84333 -2.38656 1.48007 0.629 2.423 -0.879 0.2186
H -3.77798 -0.50055 1.99061 -0.006 -1.170 -0.869 0.1913
H -2.95448 -1.38873 -0.86540 -0.269 -0.045 -0.372 0.2271
H -3.30179 1.06596 0.92792 -0.173 1.441 1.336 0.1281
H -1.46510 1.38739 -2.03483 0.759 -0.355 0.438 0.5364
```
Forces are in eV/Å.

Summary:
- gap between HOMO and LUMO (eV) = 9.750
- total energy (a.u.) = -972.75001
- net charge = 0
- lowest unoccupied orbital energy (eV) = 0.45
- largest force on an atom (eV/Å) = 3.54
- HOMO level (eV) = -9.3



[2]
# C9H10O4

One molecule with the formula C9H10O4 in a non-equilibrium geometry (wB97M-V/def2-TZVPD, the OMol25 dataset).

```
23
Properties=species:S:1:pos:R:3:forces:R:3:nbo_charge:R:1
C 2.02560 2.52638 0.16890 -2.476 -0.523 0.313 -0.2727
C 1.79803 0.27855 0.09248 1.836 -3.714 -0.586 0.2980
C 2.44651 -0.88871 -0.42511 -0.592 -1.020 -1.226 -0.2359
C 1.69810 -2.09521 -0.56322 2.577 2.887 1.519 -0.2014
C 0.50138 -2.15903 0.07648 -2.453 -2.572 -0.899 -0.3050
C -0.07119 -1.09846 0.75716 2.221 1.665 -2.216 0.3031
C -2.28064 -0.91128 0.16622 -1.776 -1.616 1.960 -0.2047
C -2.72999 0.47295 -0.11338 -2.698 5.838 -0.886 0.7577
C 0.53393 0.18980 0.63216 -0.591 -1.149 0.530 -0.3555
H 1.73707 2.76342 1.26956 0.156 -0.575 -1.959 0.1912
H 1.14061 2.54758 -0.59919 1.033 -0.186 1.890 0.1862
H 2.59928 3.31204 -0.20083 1.727 1.036 -0.318 0.1950
H 3.46886 -0.71433 -0.88612 -1.419 -0.456 0.776 0.2277
H 2.05990 -3.04650 -0.86587 0.738 -0.223 -0.959 0.2164
H 0.02412 -3.12961 -0.32946 -0.274 1.522 1.926 0.2188
H -2.11830 -1.46103 -0.81749 0.225 0.496 1.478 0.2465
H -3.26031 -1.28777 0.67077 1.620 0.110 -1.183 0.2533
H -4.37872 1.47356 -0.64084 1.505 -4.070 -0.140 0.5096
H -0.15000 0.97723 0.89542 0.443 0.584 0.321 0.2565
O 2.69176 1.25686 0.04279 -0.813 3.426 0.328 -0.4830
O -1.31804 -1.08151 1.25268 -2.202 -0.232 -1.514 -0.4873
O -4.06372 0.42070 -0.65114 0.729 2.941 0.727 -0.7268
O -2.35424 1.65435 0.06803 0.486 -4.168 0.116 -0.5873
```
Forces are in eV/Å.

Summary:
- gap between HOMO and LUMO (eV) = 9.073
- total energy (a.u.) = -649.79591
- net charge = 0
- lowest unoccupied orbital energy (eV) = 0.60
- largest force on an atom (eV/Å) = 6.49
- HOMO level (eV) = -8.5
- structure (SMILES) = COc1cccc(OCC(=O)O)c1



[3]
# C9H10O5P

An isolated ion of composition C9H10O5P and charge -1 in a non-equilibrium geometry (wB97M-V/def2-TZVPD, the OMol25 dataset).

```
25
Properties=species:S:1:pos:R:3:forces:R:3:nbo_charge:R:1
C -0.88135 -0.34918 2.69356 3.414 -2.546 1.093 -0.2352
C 0.07870 -0.96646 1.96394 0.638 0.635 -0.411 -0.1801
C -2.29944 0.02836 0.79754 1.213 0.804 2.773 -0.3038
C -2.16201 -0.17368 2.14384 -2.279 0.389 -1.001 -0.0292
C 1.61016 2.35243 -0.96121 -0.693 -0.488 -2.275 -0.5308
C -3.36930 -0.56388 3.11828 0.937 0.642 -1.050 0.7592
C 0.57546 1.49901 -0.89881 -0.406 -2.388 -1.625 0.0929
C -0.14982 -1.07565 0.43392 -0.580 -0.553 2.180 0.0173
C -1.07885 0.08156 -0.00179 1.033 -0.958 -0.499 0.0508
O -3.42183 -0.03475 4.23653 -0.015 -0.114 -0.200 -0.7446
O -4.01764 -1.43688 2.53082 -0.904 -0.478 0.473 -0.7381
O -0.71727 0.81474 -3.40761 0.471 -0.733 0.403 -1.0795
O -0.64708 -2.37967 0.10952 0.796 0.700 -0.617 -0.7139
O -0.34187 1.30803 0.04733 0.520 1.637 1.216 -0.5044
P 0.32409 0.32181 -2.45110 0.464 4.388 0.023 1.4036
H -0.67947 -0.41185 3.77122 -0.671 0.695 -0.272 0.2310
H 1.08589 -1.33887 2.37637 -1.816 0.586 -0.549 0.1997
H -3.17431 0.42363 0.40138 -1.697 -0.021 -0.768 0.2167
H 2.09784 2.45712 -2.00385 -0.556 -0.177 2.153 0.2136
H 1.71808 3.10381 -0.22296 0.396 0.605 0.587 0.2144
H 0.81269 -1.08474 0.02570 1.467 0.605 -1.120 0.1758
H -1.35780 0.02279 -1.03938 -0.404 -0.637 -0.675 0.1792
H -1.54817 -2.32432 0.37808 -1.514 -0.416 0.482 0.4821
H 1.66035 0.61498 -2.76846 0.154 -0.622 -0.748 -0.1121
H 0.31338 -0.98004 -2.13851 0.031 -1.555 0.427 -0.0647
```
Forces are in eV/Å.

Summary:
- gap between HOMO and LUMO (eV) = 7.685
- total energy (a.u.) = -1066.45509
- net charge = -1
- lowest unoccupied orbital energy (eV) = 2.95
- largest force on an atom (eV/Å) = 4.41
- HOMO level (eV) = -4.7
- structure (SMILES) = C=C(O[C@@H]1C=C(C(=O)[O-])C=C[C@H]1O)[PH2]=O



[4]
# C9H11BN2O2

One molecule with the formula C9H11BN2O2 in a non-equilibrium geometry (wB97M-V/def2-TZVPD, the OMol25 dataset).

```
25
Properties=species:S:1:pos:R:3:forces:R:3:nbo_charge:R:1
B -0.42419 1.30888 -1.11671 -1.630 1.299 5.397 1.1094
C 1.27535 -2.18947 2.14365 0.500 -2.893 1.953 -0.2245
C 1.82409 -2.56269 0.92060 -2.668 3.147 1.283 -0.1951
C 0.47364 -1.08146 2.22102 -0.382 -0.532 3.930 -0.1762
C 1.47932 -1.75952 -0.12986 2.098 0.270 -3.832 -0.2422
C 0.18897 -0.32510 1.14534 -1.049 2.369 -1.209 -0.1358
C 0.70010 -0.57351 -0.11587 0.423 -2.822 0.965 0.1792
C -0.73970 0.80868 1.38676 -0.123 1.587 0.411 0.6577
C 0.43599 -0.42637 -2.53935 1.100 -0.115 -1.241 -0.4196
C -2.05600 2.65381 0.50519 1.434 -1.769 -0.580 -0.3967
N 0.30576 0.11706 -1.24437 -0.148 0.489 1.073 -0.6674
N -0.91330 1.71050 0.32725 0.800 -1.673 -1.218 -0.6340
O -1.24700 0.98262 2.49806 0.030 -0.050 -1.219 -0.6307
O -0.89642 2.13878 -2.05546 0.518 -1.990 -3.376 -0.8477
H 1.40521 -2.96438 3.01483 -0.227 2.024 -1.425 0.2145
H 2.37284 -3.40731 0.80784 1.668 -2.260 -0.415 0.2126
H -0.01005 -0.74036 3.22600 0.930 -0.794 -2.047 0.2611
H 2.05313 -2.04961 -1.07804 -1.194 0.534 1.086 0.1947
H -0.54281 -0.58602 -2.99787 0.028 -0.038 -0.195 0.1950
H 1.03793 0.31212 -3.09359 -0.207 -0.601 -0.573 0.2012
H 0.97050 -1.37846 -2.52637 -0.192 0.276 -0.156 0.2337
H -1.97616 3.14966 1.43420 0.002 0.521 0.906 0.2198
H -2.06371 3.30667 -0.32134 -0.017 0.934 -0.793 0.2086
H -2.90940 2.01731 0.45757 -1.105 -0.049 0.265 0.1935
H -0.74410 1.53816 -2.86948 -0.587 2.137 1.011 0.4889
```
Forces are in eV/Å.

Summary:
- gap between HOMO and LUMO (eV) = 8.820
- total energy (a.u.) = -634.50000
- net charge = 0
- lowest unoccupied orbital energy (eV) = 0.30
- largest force on an atom (eV/Å) = 5.79
- HOMO level (eV) = -8.5
- structure (SMILES) = CN1B(O)N(C)c2ccccc2C1=O



[5]
# C9H11BO2

One molecule with the formula C9H11BO2 in a non-equilibrium geometry (wB97M-V/def2-TZVPD, the OMol25 dataset).

```
23
Properties=species:S:1:pos:R:3:forces:R:3:nbo_charge:R:1
B -0.91967 2.15656 -0.18796 0.758 -0.683 -0.673 -0.0802
C 2.34215 -1.29958 2.31683 -3.091 2.868 -0.543 -0.1744
C 0.99406 -1.58697 2.69983 2.701 0.916 -1.743 -0.2121
C 2.62411 -0.12494 1.53258 0.601 -2.577 0.207 -0.2036
C -0.00157 -0.85706 2.13094 -0.088 0.496 0.269 -0.1735
C 1.57753 0.54356 0.93617 2.091 0.267 -0.487 -0.1786
C 0.28515 0.20071 1.26895 -1.411 0.679 -0.584 -0.1285
C -0.54847 0.73314 -1.44294 -1.734 0.228 2.218 0.8446
C -1.60543 -0.81327 -2.84028 -1.127 -4.639 0.535 -0.2893
C -0.86262 0.88807 0.68163 3.202 2.867 -2.066 -0.2048
O 0.40475 0.92641 -2.10465 0.124 -0.759 -0.641 -0.5460
O -1.62936 -0.06644 -1.60974 1.254 -0.192 -1.430 -0.5192
H 0.04538 2.77761 -0.55801 -0.124 0.092 0.865 -0.0128
H -1.93482 2.52508 -0.71020 -0.235 -0.083 0.487 -0.0065
H 2.94340 -2.04776 2.65221 2.704 -1.325 0.691 0.2069
H 0.84274 -2.47408 3.23841 -0.478 -0.901 0.848 0.2109
H 3.62123 0.13275 1.12323 -0.485 -0.510 0.806 0.2172
H -1.01089 -1.10869 2.37280 -0.667 0.054 -0.105 0.2110
H 2.00779 1.16340 0.10491 -1.715 0.090 0.918 0.2497
H -2.60434 -1.38867 -2.93809 1.268 1.612 0.215 0.2048
H -0.90285 -1.74571 -2.88534 -0.558 1.872 0.845 0.1895
H -1.36661 -0.29355 -3.71364 0.079 1.435 -1.043 0.2008
H -1.73811 0.41743 0.82812 -3.068 -1.805 0.411 0.1938
```
Forces are in eV/Å.

Summary:
- gap between HOMO and LUMO (eV) = 8.249
- total energy (a.u.) = -524.74789
- net charge = 0
- lowest unoccupied orbital energy (eV) = -0.39
- largest force on an atom (eV/Å) = 4.80
- HOMO level (eV) = -8.6



[6]
# C9H11BrN3NiO3

C9H11BrN3NiO3 as an isolated structure in a non-equilibrium geometry (wB97M-V/def2-TZVPD, the OMol25 dataset).

```
28
Properties=species:S:1:pos:R:3:forces:R:3:nbo_charge:R:1
Ni -0.24187 -0.94717 -0.42612 -2.289 -2.030 -0.555 0.8226
O 5.25885 -0.81778 1.47752 -0.691 0.067 -1.015 -0.6428
C 4.01434 -0.89671 0.88128 1.784 0.153 1.923 0.3948
C 3.82642 -0.84917 -0.48936 -0.172 0.060 -0.028 -0.3178
C 2.53516 -0.99977 -0.91872 -0.360 -0.332 0.334 0.1033
N 1.49539 -1.21207 -0.06472 2.485 -0.463 -0.157 -0.6258
C 1.69385 -1.24806 1.25445 0.937 0.528 0.432 0.2082
Br 0.06053 -1.49959 2.32009 1.405 0.090 -0.398 0.0828
C 2.95589 -1.02692 1.81081 -0.970 -0.478 -1.940 -0.3048
H 6.00879 -0.74370 0.84314 -0.964 -0.051 0.384 0.5030
H 4.63773 -0.66717 -1.19574 -0.231 -0.168 0.293 0.2534
H 2.32688 -0.99794 -1.98534 -0.291 0.095 0.277 0.2290
H 3.12335 -0.99742 2.85112 0.261 -0.055 0.912 0.2651
C -4.12983 0.50881 -0.46710 -0.435 0.267 -0.502 -0.6919
C -2.64680 0.28510 -0.48276 0.700 -0.171 0.236 0.2127
N -2.12076 -0.93223 -0.50541 -0.867 0.449 -0.062 -0.1655
O -3.07948 -1.88556 -0.44150 0.409 -1.544 0.063 -0.4966
C -1.63919 1.31788 -0.40867 -1.307 0.068 -0.346 0.2087
C -1.99510 2.74658 -0.32090 0.716 1.015 -0.153 -0.7046
N -0.35900 0.84748 -0.49505 0.265 2.115 -0.432 -0.0844
O 0.58893 1.64184 -0.60619 -0.627 0.044 0.248 -0.3229
H -4.65740 -0.35310 -0.95253 0.489 0.884 0.595 0.2701
H -4.37406 1.44024 -1.04030 0.154 -0.827 0.628 0.2481
H -4.48290 0.62568 0.58382 0.151 -0.102 -0.737 0.2646
H -2.63009 -2.77119 -0.38382 -0.387 1.230 -0.156 0.5030
H -2.97730 2.98483 -0.76238 0.551 -0.204 0.161 0.2480
H -1.18692 3.34731 -0.79966 -0.645 -0.392 0.178 0.2730
H -2.00542 3.09981 0.72403 -0.072 -0.248 -0.184 0.2665
```
Forces are in eV/Å.

Summary:
- gap between HOMO and LUMO (spin up / spin down) (eV) = 7.803 / 6.644
- total energy (a.u.) = -4821.49102
- net charge = +1
- ⟨S²⟩ = 2.05
- lowest unoccupied orbital energy (spin up / spin down) (eV) = -3.98 / -5.50
- largest force on an atom (eV/Å) = 3.11
- HOMO level (spin up / spin down) (eV) = -11.8 / -12.1
- multiplicity = 3